C40H42N3O23PS | ωB97M-V/def2-TZVPD

Each line ends with the Mulliken charge.
Atoms and positions in Å:
C -2.512 4.821 -7.730  0.453
C -2.361 -0.628 0.278  -0.501
H 2.683 -4.218 3.743  0.320
C -1.147 -4.374 3.551  0.999
C 0.016 -4.652 4.356  -1.162
O -1.465 3.736 7.049  -0.565
C -2.931 -1.316 1.280  -0.557
O 3.476 -3.539 2.079  -0.645
H -2.538 1.622 -5.007  0.144
H -6.972 1.621 -4.670  0.374
C -1.705 -6.804 3.362  -0.973
H 0.601 -3.813 4.707  0.646
H 6.012 -0.530 0.459  0.362
H -4.701 1.041 -3.993  0.343
H -2.311 -7.635 3.029  0.451
O -2.541 0.518 -1.746  -0.522
C -2.106 3.599 -5.770  2.605
O -1.051 3.941 2.370  -0.627
H -4.816 3.336 -5.978  0.328
C -4.343 -1.596 1.214  0.923
C 7.506 0.750 2.873  -0.969
C 9.247 -1.437 1.997  -1.016
O 9.179 1.082 4.506  -0.629
O 7.869 -5.111 1.490  -0.567
H -1.550 0.018 4.419  0.631
C 9.614 -0.672 3.036  0.409
H -3.060 -4.188 2.340  0.273
O -3.068 -5.165 2.379  -0.575
C -0.647 3.467 -3.584  1.164
H -1.567 2.963 7.640  0.378
C 4.365 -4.962 3.692  0.093
H -1.934 5.643 -5.274  0.940
O -4.967 -2.213 2.061  -0.695
C 0.321 -5.930 4.643  0.178
H -1.175 5.084 4.764  0.429
C 7.141 -0.013 1.832  0.294
S -3.883 7.295 -3.738  -0.413
C -1.398 3.249 5.821  0.310
O -3.331 5.348 -6.768  -0.382
C -1.192 3.361 3.433  1.135
P -3.946 5.402 -4.170  0.357
C 7.990 -1.164 1.338  1.051
C -6.420 2.300 -4.018  -1.588
H 10.740 -0.147 4.405  0.377
C -2.007 -5.528 3.079  0.237
O 1.360 -6.299 5.361  -0.541
C -0.726 3.439 -5.124  -3.021
H -2.380 -1.671 2.142  1.029
O 3.204 -4.824 4.312  -0.415
C -3.157 -0.125 -0.907  1.120
H 8.396 -5.721 2.044  0.378
H -1.748 3.066 -1.972  0.333
H -6.713 2.058 -2.994  0.387
H -3.151 1.907 -7.957  0.403
C -2.914 2.263 -5.807  0.584
C -1.463 1.095 4.460  -0.946
N 0.476 2.617 -3.111  -0.682
C -1.502 1.739 5.755  1.058
C 5.690 -4.235 1.641  -1.067
O -1.269 1.370 2.135  -0.300
H -3.645 4.563 -3.099  -0.030
O 7.554 -1.805 0.398  -0.659
O -1.615 1.153 6.817  -0.632
O -0.148 -8.203 4.455  -0.632
H 5.312 -6.283 5.068  0.464
H 0.223 1.641 -3.236  0.238
H -0.307 2.516 -5.522  0.216
C -2.768 4.976 -5.527  -0.922
H 6.905 1.573 3.233  0.431
H -6.732 3.329 -4.198  0.333
O 6.021 0.162 1.150  -0.560
N -0.347 4.797 -3.113  -0.532
C 5.373 -5.721 4.147  -0.998
C 6.596 -5.791 3.380  1.062
C 8.754 0.466 3.546  1.031
H 9.851 -2.253 1.628  0.465
O -6.412 -1.441 0.046  -0.584
O 7.570 -6.454 3.688  -0.636
H -5.198 5.030 -4.675  -0.012
C -4.917 2.097 -4.189  0.088
O -1.503 -3.257 3.214  -0.392
N -1.869 2.942 -2.973  -0.262
H -4.893 1.593 -6.235  0.591
H 1.292 2.775 -3.694  0.284
H -0.654 4.954 -2.164  0.297
C 6.701 -4.990 2.098  0.236
H 5.755 -3.659 0.729  0.487
H -1.581 1.362 -7.308  0.332
C -5.135 -1.114 0.014  0.308
H -6.544 -1.937 0.879  0.357
O -1.753 3.849 -7.199  -0.534
C -2.645 1.472 -7.099  -1.897
O 10.740 -0.834 3.709  -0.583
C -1.318 1.855 3.366  -0.049
H -1.927 1.935 -3.079  0.022
O -2.489 5.177 -8.858  -0.551
H -0.678 5.536 -3.714  0.218
H -0.112 4.261 -5.499  0.570
C -4.442 2.376 -5.621  -1.267
C -0.526 -7.088 4.147  1.039
C 4.462 -4.180 2.399  1.272
H -4.347 2.662 -3.453  0.102
H -3.029 0.463 -6.936  0.545
C -1.251 4.007 4.724  -1.094
H -1.147 2.151 1.555  0.282
H 1.308 -7.277 5.409  0.370
O -1.078 -0.322 0.241  -0.639
H -5.121 -0.062 -1.841  0.410
C -4.566 -0.415 -0.983  -1.036
H -0.937 0.173 -0.590  0.313

For the largest force on an atom, the calculation gives 1.3 eV/Å. The spin multiplicity is 1. The HOMO-LUMO gap is 6.8090 eV. The relative energy (zero: lowest compared OMol25 entry of this formula, charge and spin) comes out at 0.0 kcal/mol. As for the charge: 0. For the molecular weight, the calculation gives 995.82 g/mol. Its SMILES is CCC[C@@H](C)[C@@]1(CC(N)(N)N)OC(=O)O[C@H]1[PH2]=S.O=C1C=C(O)C(=O)C=C1O.O=C1C=C(O)C(=O)C=C1O.O=C1C=C(O)C(=O)C=C1O.O=C1C=C(O)C(=O)C=C1O.O=C1C=C(O)C(=O)C=C1O.



C46H60F6MnN8O17S2 | ωB97M-V/def2-TZVPD

Each line ends with the Mulliken spin population.
Atoms and positions in Å:
C 3.756 -3.635 -4.889  0.000
H 2.479 -6.582 4.117  0.000
H -6.764 0.208 1.084  0.001
H -3.381 0.215 7.056  0.000
H -3.374 1.643 -2.908  0.039
O 2.434 -1.663 5.540  0.000
H -4.295 -0.258 2.112  -0.001
C -2.583 -0.487 6.823  0.000
H -1.769 0.661 5.223  0.000
C -2.755 -8.140 -0.794  0.000
H 0.859 2.043 6.509  0.000
F -0.712 1.828 -3.111  0.012
C -2.134 -0.356 5.363  0.000
H -3.904 3.712 -2.092  0.000
H 1.219 2.325 2.919  0.000
O -3.981 -2.214 3.153  0.000
C -0.193 5.647 -5.278  0.000
C -3.205 -6.941 -1.266  -0.001
C 2.491 -4.633 3.279  0.000
N 6.599 0.526 1.800  0.000
C 3.429 -3.441 3.050  0.000
H -2.203 6.252 -4.516  0.000
H -4.718 -2.456 -2.843  0.004
F 1.262 1.212 -2.460  0.000
C -3.185 -1.773 3.911  0.001
H 0.816 3.321 4.319  0.000
H -0.395 -1.168 4.270  0.000
C -5.365 5.116 -1.074  0.000
C 2.997 -5.636 4.295  0.000
C -3.959 -0.430 -3.470  -0.081
F 0.562 -1.916 2.318  0.003
N -3.751 6.225 -0.054  0.000
H -3.283 6.950 0.458  0.000
H 3.021 2.146 4.501  0.000
H 1.525 -4.286 3.652  0.000
O -2.030 -2.395 4.259  0.000
N -2.276 -5.987 -0.924  -0.004
O -1.551 2.320 -0.263  0.002
H -6.822 2.867 0.451  0.000
O 1.877 0.227 6.633  0.000
H 3.077 -2.483 3.422  0.000
H -4.206 1.012 -0.573  0.001
C -6.036 2.257 0.859  -0.002
C 1.843 1.614 6.303  0.000
C 2.409 2.366 -5.380  0.000
C 4.929 -3.677 -2.924  0.000
O -1.110 0.225 1.883  0.004
H 0.332 5.189 -4.456  0.000
C -4.110 4.554 -1.455  -0.001
O 3.564 -2.414 -4.352  0.000
C 0.388 5.892 -6.553  0.000
C -1.327 -6.533 -0.108  -0.004
H -4.990 -1.364 -0.460  0.002
H -3.206 -9.105 -0.957  0.000
H -1.001 -8.625 0.487  0.000
H -6.328 4.788 -1.429  0.000
H 0.033 1.764 4.187  0.000
H -5.771 6.808 0.312  0.000
H 2.811 -5.294 5.310  0.000
C 3.703 2.656 -4.868  0.000
C -0.564 6.517 -7.320  0.000
C -4.704 0.693 1.812  -0.002
C 0.219 2.004 -2.169  0.029
H 1.587 2.771 -7.408  0.000
C 3.476 -1.743 -2.076  -0.002
C 5.702 -0.483 2.069  0.000
C -1.573 -7.882 -0.043  0.000
H 3.745 2.024 1.225  0.000
H 4.401 -3.570 3.537  0.000
H 3.704 4.113 -7.693  0.000
H 3.566 -0.615 1.887  0.000
H -0.570 6.825 -8.351  0.000
C -1.180 -1.487 4.957  0.000
N -4.840 2.830 1.211  0.000
O 4.487 -4.413 -4.057  0.000
O -2.256 -1.535 0.750  0.014
H 2.654 -2.445 -1.906  -0.001
H -2.865 -1.521 7.018  0.000
Mn -2.032 -1.201 -2.043  4.730
S -0.422 1.472 -0.516  0.043
H 1.340 5.507 -6.873  0.000
H -2.338 -5.019 -1.205  0.015
C 4.378 -2.250 -3.170  0.000
C 4.556 1.332 1.373  0.000
H 6.059 -1.438 2.411  0.000
C -4.509 -0.938 -1.323  0.007
O 3.616 -3.415 1.640  0.000
H 3.017 -0.782 -2.293  -0.001
H -1.285 -3.585 -1.092  0.010
C 5.903 1.623 1.349  0.000
H 4.048 -1.762 -1.143  0.000
H 4.049 -5.886 4.135  0.000
C 3.069 -4.500 1.063  0.000
O -3.281 -0.573 4.530  0.000
H -0.749 -1.960 5.837  0.000
N -4.079 0.370 -1.351  0.038
O 3.333 -3.994 -5.933  0.000
F 0.611 3.260 -2.114  -0.001
H 5.204 -1.571 -3.389  0.000
H -0.551 -5.918 0.316  0.002
H -3.905 -0.465 -4.544  0.006
H -2.093 5.036 -0.663  0.000
S -1.109 -0.678 0.776  -0.021
H -3.034 2.176 2.064  0.000
H 6.006 -3.734 -2.785  0.000
C -3.743 0.666 -2.640  0.070
F 0.263 -2.908 0.458  -0.001
N -0.911 -0.066 -0.791  -0.068
O 0.729 1.589 0.327  0.005
H 6.440 2.521 1.094  0.000
H -1.752 -0.197 7.474  0.000
C 4.465 -0.032 1.772  0.000
N 3.504 3.557 -6.883  0.000
H 2.582 2.131 6.909  0.000
C -3.147 5.236 -0.770  0.000
C -4.392 -1.461 -2.587  0.025
C -4.030 1.890 1.772  0.003
F 1.479 -1.117 0.494  0.012
C -5.113 6.140 -0.216  0.000
C 4.350 3.404 -5.819  0.000
C 0.423 -1.706 1.012  -0.016
H 4.089 2.449 -3.883  0.000
N -1.639 6.766 -6.516  0.000
C 2.327 2.907 -6.641  0.000
H -2.485 7.221 -6.805  0.000
H -4.659 3.810 1.079  0.000
H -4.013 -6.641 -1.911  0.000
C -1.426 6.255 -5.258  0.000
C 2.164 -0.505 5.531  0.000
O 2.445 -5.262 1.989  0.000
O 3.071 -4.717 -0.100  0.000
H 7.587 0.571 1.964  0.000
C 0.965 2.293 3.975  0.000
O 2.194 0.276 4.441  0.000
C -5.984 0.938 1.231  0.004
H 4.472 -4.059 -2.009  0.000
C 2.083 1.661 4.780  0.000
H 5.327 3.853 -5.766  0.000
H 1.657 1.735 -4.939  0.000
O -1.854 -3.068 -1.669  0.127

As for the expectation value of S²: 8.756. For the largest force on an atom, the calculation gives 3.1 eV/Å. The spin multiplicity is 6. The HOMO-LUMO gap (alpha / beta) is 7.6817 / 7.1801 eV. As for the charge: 0. For the molecular weight, the calculation gives 1230.08 g/mol.